The following is a DFT calculation (ωB97M-V/def2-TZVPD) of a 7-piece molecular cluster, C22H52N7O10S3 overall at a distorted geometry.

The calculation puts the lowest unoccupied orbital energy at 0.069 Eh. The calculation puts the HOMO energy at -5.620 eV. The value obtained for the molecular weight is 670.90 g/mol. The HOMO-LUMO gap is 7.5 eV.

```
! RIJCOSX wB97M-V def2-TZVPD def2/J DEFGRID3
* xyz -1 1
C 0.273 -0.620 -1.280
C -0.638 0.751 -1.577
C 0.450 1.985 -1.791
C 0.896 2.022 -3.376
S -0.193 3.659 -1.248
O 0.370 4.714 -2.230
O -1.755 3.655 -1.473
N 0.046 4.015 0.444
S 1.656 4.600 0.784
O 2.070 5.875 0.010
O 1.656 5.002 2.310
S 3.176 3.118 0.604
H 1.076 -0.429 -0.417
H 0.926 -0.878 -2.245
H -0.395 -1.539 -0.999
H -1.422 0.961 -0.722
H -1.195 0.563 -2.609
H 1.409 1.679 -1.182
H -0.015 2.406 -4.007
H 1.230 0.927 -3.661
H 1.846 2.743 -3.437
H 3.972 3.350 -0.533
C -1.002 -2.692 -4.693
C -1.647 -3.005 -3.370
O -1.441 -2.327 -2.367
N -2.482 -4.080 -3.303
C -2.849 -4.993 -4.360
H -0.364 -1.810 -4.588
H -0.379 -3.532 -5.014
H -1.768 -2.478 -5.442
H -2.877 -4.226 -2.382
H -3.935 -4.954 -4.479
H -2.557 -6.000 -4.055
H -2.370 -4.746 -5.309
C 0.053 -5.283 -0.636
C 0.605 -4.197 0.246
O 1.044 -3.145 -0.211
N 0.610 -4.407 1.593
C 0.144 -5.566 2.318
H 0.116 -4.970 -1.683
H 0.637 -6.199 -0.514
H -0.997 -5.465 -0.394
H 0.997 -3.633 2.120
H -0.638 -5.241 3.009
H 0.984 -5.969 2.889
H -0.251 -6.339 1.658
C -3.775 2.867 0.029
C -4.184 1.594 0.720
O -3.367 0.734 1.040
N -5.507 1.409 0.992
C -6.610 2.293 0.699
H -2.691 2.870 -0.119
H -4.257 2.932 -0.950
H -4.042 3.729 0.645
H -5.703 0.531 1.457
H -7.101 2.546 1.642
H -7.315 1.755 0.060
H -6.291 3.208 0.199
C 2.535 5.233 -6.021
C 3.134 3.855 -5.932
O 2.647 2.977 -5.224
N 4.250 3.594 -6.668
C 4.966 4.483 -7.553
H 1.651 5.289 -5.379
H 3.258 5.978 -5.678
H 2.229 5.443 -7.049
H 4.594 2.647 -6.556
H 4.972 4.036 -8.550
H 5.993 4.567 -7.190
H 4.514 5.475 -7.601
C -1.447 -8.270 6.345
C -1.158 -7.040 5.530
O -0.079 -6.868 4.968
N -2.137 -6.098 5.423
C -3.460 -6.115 6.003
H -0.572 -8.927 6.337
H -1.659 -7.992 7.381
H -2.291 -8.815 5.915
H -1.869 -5.300 4.859
H -4.187 -6.052 5.190
H -3.560 -5.235 6.644
H -3.646 -7.015 6.589
C 2.576 4.560 5.212
C 3.766 3.958 5.908
O 3.833 2.758 6.165
N 4.791 4.785 6.255
C 4.901 6.209 6.041
H 1.842 3.776 4.999
H 2.105 5.308 5.855
H 2.884 5.010 4.264
H 5.555 4.308 6.719
H 5.793 6.394 5.438
H 5.020 6.690 7.016
H 4.027 6.623 5.536
*
```

Löwdin atomic charge list, values in e, 6 entries: number 1, C, carries -0.15; number 2, C, carries -0.19; number 3, C, carries -0.40; number 4, C, carries -0.13; number 5, S, carries 0.69; number 6, O, carries -0.43

***

The following is a DFT calculation (ωB97M-V/def2-TZVPD) of a 5-piece molecular cluster, C22H53Cl4N3 overall at a distorted geometry.

As for the SMILES: CCN(CC)CC.CCN(CC)CC.CCN(CC)CC.ClCCCl.ClCCCl. The calculation puts the lowest unoccupied orbital energy at 0.022 Eh. The calculation puts the HOMO energy at -7.794 eV. The value obtained for the molecular weight is 501.50 g/mol. The HOMO-LUMO gap is 8.4 eV.

```
! RIJCOSX wB97M-V def2-TZVPD def2/J DEFGRID3
* xyz 0 1
C -3.038 -3.539 -3.191
C -2.558 -2.746 -4.421
N -2.512 -1.278 -4.180
C -1.617 -0.462 -4.893
C -1.376 -0.817 -6.198
C -3.784 -0.601 -4.185
C -4.027 0.392 -3.052
H -2.925 -4.663 -3.190
H -4.153 -3.630 -2.973
H -2.872 -3.138 -2.126
H -3.249 -2.934 -5.351
H -1.586 -2.945 -4.647
H -0.511 -0.363 -4.479
H -1.757 0.652 -4.762
H -1.334 -1.586 -6.972
H -0.534 -0.214 -6.676
H -2.105 -0.161 -6.638
H -4.571 -1.286 -4.124
H -3.921 -0.192 -5.167
H -3.188 1.320 -3.238
H -3.839 -0.104 -2.012
H -5.028 0.778 -3.008
C -0.374 1.526 6.876
C 0.459 1.861 5.655
N 0.278 0.827 4.538
C -0.973 0.685 3.868
C -1.738 1.777 3.680
C 1.304 1.130 3.522
C 1.735 0.038 2.534
H -0.173 0.415 7.170
H -1.355 1.422 6.633
H -0.230 2.402 7.616
H 1.452 1.661 6.072
H 0.445 2.883 5.112
H -1.378 0.131 4.580
H -1.087 -0.124 3.235
H -2.055 2.867 4.097
H -2.858 1.290 3.560
H -1.535 2.117 2.728
H 2.241 1.658 3.927
H 1.021 1.999 2.919
H 2.782 0.267 1.988
H 0.984 -0.117 1.691
H 1.849 -0.886 2.847
C 5.504 2.062 -2.793
C 4.044 2.458 -2.695
N 3.525 1.838 -1.518
C 3.996 2.035 -0.260
C 4.466 3.273 -0.021
C 1.967 2.199 -1.395
C 1.215 1.540 -2.461
H 5.511 1.070 -3.052
H 6.130 2.238 -1.985
H 6.080 2.731 -3.458
H 3.635 1.955 -3.535
H 3.887 3.511 -2.521
H 4.748 1.444 -0.303
H 3.567 1.385 0.429
H 4.795 4.031 -0.716
H 5.324 3.253 0.709
H 3.620 3.632 0.653
H 1.930 3.343 -1.348
H 1.616 1.931 -0.417
H 0.301 1.596 -2.283
H 1.388 0.528 -2.616
H 1.237 2.100 -3.365
Cl 0.080 -3.371 3.581
C -1.388 -3.973 4.466
C -1.185 -5.426 4.773
Cl -1.270 -6.473 3.319
H -2.158 -3.978 3.845
H -1.386 -3.255 5.231
H -1.780 -5.872 5.531
H -0.297 -5.720 5.255
Cl -2.361 0.353 0.622
C -1.178 -0.587 -0.257
C -1.093 -1.997 0.199
Cl 0.138 -2.835 -0.866
H -0.329 0.057 -0.013
H -1.498 -0.613 -1.323
H -2.019 -2.532 -0.078
H -1.034 -2.270 1.294
*
```

Löwdin atomic charge list, values in e, 6 entries: number 1, C, carries -0.10; number 2, C, carries -0.20; number 3, N, carries -0.18; number 4, C, carries -0.38; number 5, C, carries -0.16; number 6, C, carries -0.30